The following is a quantum chemistry calculation of a structure of composition C31H87F3KO38P9, from the OMol25 dataset.

The geometry in XYZ format:
```
169
Properties=species:S:1:pos:R:3:forces:R:3:lowdin_charge:R:1
K -8.106440 13.865610 3.034600 0.8 0.7 0.3 0.7762
C -5.862670 16.891760 3.339310 -0.1 -3.0 0.3 -0.4309
O -7.130380 17.037710 4.012110 -1.2 1.1 0.2 -0.1443
O -5.876220 15.597420 2.816810 0.3 2.4 -0.2 -0.3012
C -5.523050 18.144840 2.392700 -2.5 -0.5 1.0 -0.5291
F -4.279070 18.096540 1.932400 0.1 -0.1 -0.2 0.1405
F -6.414390 18.231040 1.390970 0.4 -0.3 -0.7 0.1250
F -5.675720 19.355980 3.020330 0.6 -0.7 0.3 0.0973
C -7.175440 16.953180 5.459320 -0.2 0.0 -0.6 -0.2065
C -8.645940 17.040120 5.977240 0.4 0.8 -0.8 -0.0402
H -8.835880 16.911880 7.042880 0.7 -0.1 0.1 0.0605
H -8.938100 18.066240 5.754060 -0.2 0.0 0.0 0.0606
H -9.385380 16.407720 5.485910 0.3 -0.3 -0.3 0.0595
H -6.637860 17.830140 5.819930 0.1 0.0 0.5 0.1154
H -6.661060 16.043680 5.769700 0.0 0.0 0.1 0.0872
H -5.084560 17.002060 4.094610 0.5 0.1 0.6 0.1213
C -5.412610 11.050400 6.116180 -0.2 -1.5 0.5 -0.1007
O -6.023060 11.807990 7.173650 0.0 0.7 -0.3 -0.1991
P -6.769960 13.209070 6.928390 0.0 -0.5 0.6 0.4624
O -7.796450 13.142620 5.833880 1.2 0.4 0.9 -0.3135
O -7.260290 13.597730 8.412490 1.2 0.7 -2.1 -0.1876
C -8.508830 13.121130 8.845980 -1.5 -1.6 0.2 -0.1137
O -5.546560 14.216310 6.740790 -1.2 -0.3 1.0 -0.2416
C -4.664830 13.936000 5.680670 0.6 0.4 -1.5 -0.0982
H -5.648990 10.020350 6.383050 -0.6 -0.1 -0.5 0.0919
H -4.325640 10.972800 6.140090 0.1 1.1 0.3 0.0882
H -5.745980 11.311750 5.111860 -0.2 0.0 0.2 0.0870
H -9.142140 13.817060 9.396150 0.7 0.4 0.0 0.0839
H -8.317850 12.239140 9.457310 -0.1 0.1 0.2 0.0988
H -9.127720 12.783500 8.014670 0.0 0.1 -0.1 0.0679
H -3.881950 13.199980 5.863650 -0.2 0.0 0.7 0.0933
H -4.166870 14.871320 5.425110 -0.2 0.0 -0.1 0.0806
H -5.240560 13.594830 4.820310 0.2 0.3 -0.3 0.0767
C -11.581320 16.520370 8.885860 0.8 0.2 0.8 -0.1094
O -12.049410 15.676620 7.861330 -1.1 -3.3 -1.0 -0.2584
P -12.652720 14.138660 8.114310 1.0 -0.1 2.4 0.5623
O -11.752830 13.111230 8.818800 -2.3 3.0 -2.0 -0.2693
O -14.016110 14.483730 8.972870 1.4 -0.7 -1.5 -0.2233
C -14.959850 15.435780 8.452090 -0.3 0.5 0.0 -0.0983
O -13.196420 13.703240 6.661270 -0.4 1.3 1.5 -0.2109
C -12.317680 13.368910 5.632600 1.4 -0.8 -1.1 -0.1300
H -11.951930 17.510380 8.620110 0.3 0.0 0.4 0.0876
H -10.494020 16.470730 8.944330 0.1 0.4 -0.6 0.0711
H -11.835830 16.224230 9.903520 -0.9 -0.1 -0.1 0.0997
H -15.043060 16.280220 9.136260 0.2 -0.1 0.1 0.0921
H -15.957740 15.004260 8.373980 0.2 -0.4 0.1 0.0907
H -14.696800 15.840830 7.474930 0.2 -0.2 0.0 0.0657
H -11.332510 13.830540 5.699140 0.1 0.1 0.5 0.0828
H -12.655200 13.667250 4.640040 -0.8 0.1 0.3 0.0787
H -12.171930 12.288760 5.620940 0.0 0.0 0.0 0.0973
C -3.072140 20.655040 5.112280 -0.6 -1.4 0.6 -0.1024
O -3.579480 21.977160 5.062880 1.0 1.9 -0.8 -0.2266
P -2.572320 23.208270 4.675170 0.5 1.1 2.4 0.5288
O -1.598110 23.583540 5.804570 -2.3 -1.3 -3.4 -0.2792
O -1.989940 22.810830 3.229230 0.1 0.5 2.3 -0.2057
C -2.883600 22.564240 2.175510 0.5 0.4 -2.6 -0.1178
O -3.602770 24.429130 4.285650 1.3 -1.7 0.4 -0.2347
C -4.563650 24.879940 5.227990 -1.1 -0.1 0.5 -0.1158
H -3.611440 20.021570 4.408020 -0.1 0.2 -0.2 0.0778
H -3.335740 20.285360 6.103220 0.3 -0.2 -0.1 0.0660
H -2.010780 20.472090 4.944500 0.1 0.7 0.0 0.0852
H -2.979620 21.518420 1.883720 -0.6 -0.3 1.0 0.0920
H -2.341040 22.910670 1.295900 0.1 0.4 -0.1 0.0883
H -3.785000 23.176840 2.158060 -0.2 -0.5 0.6 0.0945
H -4.372550 25.884990 5.604080 0.3 0.0 -0.4 0.0900
H -4.709940 24.257100 6.110470 0.6 -0.4 0.0 0.0814
H -5.540030 24.829000 4.746130 0.1 0.3 -0.2 0.0898
C -8.380620 16.289180 -0.103580 -0.3 -0.3 0.1 -0.0974
O -7.573220 15.968100 -1.213080 1.5 0.0 -1.0 -0.2220
P -7.963800 14.888550 -2.315290 1.0 1.0 -0.3 0.4056
O -9.213340 15.232870 -2.999800 0.0 -0.7 0.2 -0.2299
O -6.681870 14.704040 -3.294890 -0.2 0.7 0.9 -0.2004
C -5.824150 15.784900 -3.784540 -0.1 0.7 0.1 -0.0660
O -7.908380 13.573400 -1.403280 -0.8 -0.6 -0.9 -0.2051
C -9.126290 12.911140 -1.021690 0.1 -0.4 0.3 -0.0969
H -8.705070 17.318290 -0.257750 -0.3 -0.2 0.4 0.1052
H -7.831490 16.160870 0.829210 0.5 0.4 -0.1 0.0650
H -9.201960 15.576050 -0.033300 -0.6 0.3 -0.2 0.0752
H -6.085400 16.736030 -3.320640 -0.1 -0.2 0.2 0.0853
H -5.855090 15.964980 -4.859120 -1.0 -0.6 -0.1 0.0833
H -4.755110 15.624200 -3.645180 -0.2 -0.7 0.8 0.0637
H -10.039890 13.257380 -1.504960 0.3 0.6 0.0 0.0903
H -9.175160 13.012160 0.062520 -0.4 0.1 0.1 0.0606
H -9.110710 11.837340 -1.208220 0.6 0.0 -0.3 0.0876
C -0.149520 20.429270 7.067970 1.0 1.4 0.0 -0.1349
O -0.469390 19.071040 7.248810 -0.4 -2.1 -1.3 -0.2211
P -0.132170 17.940090 6.093630 -0.6 0.6 1.2 0.4802
O 0.653290 18.459800 4.952850 -0.3 -0.8 1.2 -0.2352
O 0.464180 16.715470 6.989300 -0.1 1.4 -0.9 -0.2290
C -0.339840 15.834720 7.808910 0.2 0.6 -0.1 -0.0683
O -1.599430 17.408080 5.654080 0.8 -0.7 0.5 -0.2630
C -1.732100 16.749610 4.353410 0.0 1.3 -0.3 -0.0613
H -0.896730 21.163860 7.368240 -0.8 -0.7 0.0 0.0697
H 0.112860 20.693830 6.043640 0.1 -0.3 0.0 0.0801
H 0.688460 20.672760 7.721120 0.3 -0.2 -0.2 0.0907
H -0.080160 15.908430 8.864960 0.4 0.3 -0.1 0.0899
H -0.081490 14.834830 7.460250 -0.6 0.0 0.0 0.0911
H -1.382430 16.147660 7.752690 -0.1 -0.6 -0.3 0.0611
H -2.192700 17.576050 3.812160 0.0 -0.6 -0.8 0.0797
H -2.357920 15.857820 4.319450 -0.2 0.2 0.8 0.0743
H -0.789640 16.463930 3.886230 0.2 0.3 0.3 0.0880
C -2.337240 12.114230 -3.528310 0.2 -0.8 0.9 -0.1108
O -3.033720 13.197350 -2.918750 0.2 2.0 1.2 -0.2434
P -2.390850 13.862200 -1.541120 -0.8 0.5 -0.4 0.4785
O -2.208150 12.895930 -0.448610 0.7 0.4 -0.7 -0.2337
O -1.040990 14.684000 -2.001560 -1.2 -0.6 -0.7 -0.2241
C -1.062560 15.677330 -3.073880 0.0 1.4 0.9 -0.0910
O -3.456580 15.012050 -1.142440 1.0 -1.2 -2.3 -0.2327
C -3.550580 15.550180 0.152250 -0.8 1.0 1.2 -0.1086
H -3.019190 11.279790 -3.691840 -0.3 0.2 0.0 0.0870
H -1.632010 11.771390 -2.771200 0.5 -0.3 -0.5 0.0783
H -1.878770 12.341210 -4.490800 0.1 0.5 0.2 0.0877
H -0.720790 16.626890 -2.662010 0.2 -0.1 0.6 0.0809
H -2.041830 15.996940 -3.430230 -0.3 -0.9 -0.1 0.0752
H -0.350140 15.555380 -3.889770 -0.2 -1.1 0.1 0.0858
H -3.880160 16.587180 0.088100 0.1 0.0 -0.5 0.0750
H -2.624200 15.600210 0.724440 0.1 -0.6 -0.1 0.0944
H -4.371970 15.086060 0.698160 0.4 -0.4 0.2 0.0784
C -4.038170 20.703120 8.563530 -0.1 -0.6 -0.2 -0.0623
O -3.606200 19.294360 8.605690 -0.9 -0.4 1.3 -0.2428
P -3.897610 18.386750 9.947940 0.2 0.7 -0.3 0.5151
O -5.214250 18.646280 10.595320 1.4 -0.2 -0.7 -0.2450
O -3.659910 16.863020 9.450980 1.1 2.6 1.8 -0.1935
C -4.348750 16.334310 8.377040 -0.8 -1.0 -1.9 -0.1367
O -2.589530 18.702970 10.894340 -2.0 -2.3 -2.2 -0.2158
C -2.657210 19.826390 11.709070 0.3 1.4 0.6 -0.1468
H -3.274220 21.217150 7.980220 0.1 0.1 0.5 0.0706
H -4.227530 21.135370 9.546080 0.5 -0.1 0.1 0.0802
H -4.978990 20.829290 8.027790 -0.1 -0.5 -0.1 0.0921
H -4.647160 15.311020 8.604950 -0.1 0.3 0.2 0.0885
H -3.736050 16.289660 7.476660 0.6 0.0 0.1 0.0730
H -5.203120 16.897960 8.002270 -0.3 0.2 0.7 0.0861
H -2.020020 20.589780 11.262610 0.6 -0.1 0.4 0.0920
H -2.341040 19.486920 12.695430 0.0 0.6 0.0 0.0969
H -3.614560 20.345960 11.749240 -0.4 -0.6 0.2 0.0775
C -13.738910 16.794000 4.373310 1.5 -0.7 1.5 -0.1161
O -14.024970 17.307600 3.089730 0.1 0.9 -0.2 -0.2016
P -13.088370 18.453410 2.394590 -0.9 0.9 -0.3 0.4759
O -12.624200 19.569170 3.251890 -0.6 -1.3 -0.6 -0.2275
O -11.889410 17.628980 1.709460 -1.8 0.3 -0.3 -0.1943
C -10.812850 17.355960 2.541390 1.8 -0.2 1.2 -0.1382
O -14.008010 18.929470 1.137790 1.4 -1.1 2.3 -0.2035
C -14.731130 17.961940 0.382610 -0.9 0.6 -0.9 -0.1099
H -13.090530 15.919400 4.320580 0.1 -0.2 -0.5 0.0666
H -14.534410 16.450830 5.034760 -1.0 0.3 -1.0 0.0841
H -13.185550 17.439990 5.054940 0.1 0.8 -0.5 0.0811
H -9.939340 17.896660 2.177060 0.1 -0.1 0.1 0.1043
H -10.582350 16.295220 2.640460 -0.1 -0.3 -0.8 0.0791
H -10.951400 17.613380 3.591450 -0.3 0.6 0.0 0.0702
H -14.119550 17.130130 0.033100 0.1 0.2 0.0 0.0919
H -15.111110 18.587830 -0.424830 0.2 -0.5 -0.5 0.0924
H -15.646790 17.602360 0.852050 0.3 -0.1 0.7 0.0856
C -10.423410 21.040490 11.568280 1.0 0.4 0.8 -0.1321
O -11.071690 20.462410 10.460470 0.3 -0.1 -2.8 -0.2188
P -10.264290 20.340830 9.026560 0.3 -0.8 0.3 0.4897
O -9.255120 21.385510 8.743610 -1.0 -0.7 0.3 -0.2404
O -9.620260 18.835950 9.108380 -1.1 2.2 -0.5 -0.2636
C -8.339230 18.656250 9.676270 0.9 -1.3 0.6 -0.1240
O -11.437380 20.118340 7.940800 0.3 0.3 1.5 -0.2280
C -11.134900 19.867680 6.558720 0.4 0.4 -0.4 -0.0834
H -9.483620 21.553860 11.364930 0.0 0.1 -0.7 0.0805
H -10.116000 20.244860 12.246940 -0.5 0.0 0.3 0.0901
H -11.061170 21.804140 12.013470 -0.2 -0.4 0.2 0.0912
H -7.833540 19.424230 10.261570 -0.7 0.7 -0.2 0.0800
H -7.618780 18.378290 8.906990 -0.1 -0.1 -0.1 0.0743
H -8.491090 17.827660 10.367990 0.4 -0.2 0.0 0.0923
H -11.918040 20.214980 5.884790 -0.5 -0.1 0.6 0.0818
H -10.984580 18.797450 6.416880 0.2 0.1 0.0 0.0665
H -10.281510 20.471630 6.250390 0.4 -0.4 0.1 0.0940
```
Positions in Å, forces in eV/Å.

- multiplicity = 1
- charge = 0
- E (hartree) = -8064.87164
- frontier orbital gap (eV) = 7.13